{
  "formula": "C47H50AsCl3N3NaO4Sb",
  "method": "wB97M-V/def2-TZVPD",
  "de_lowest_kcal_mol": 1.6,
  "lumo_ev": 2.0215,
  "e_homo_ev": -5.045,
  "total_charge": -1,
  "symbols": ["Na", "Cl", "C", "C", "C", "C", "O", "C", "C", "O", "C", "H", "H", "H", "H", "N", "C", "C", "N", "H", "H", "H", "H", "H", "H", "H", "H", "C", "C", "Sb", "C", "C", "C", "C", "H", "H", "H", "H", "H", "H", "H", "H", "H", "H", "H", "H", "H", "H", "H", "C", "C", "C", "C", "C", "C", "As", "C", "C", "C", "C", "C", "C", "C", "C", "C", "C", "C", "C", "H", "H", "H", "H", "H", "H", "H", "H", "H", "H", "H", "H", "H", "Cl", "C", "C", "C", "C", "C", "Cl", "C", "N", "C", "C", "C", "C", "C", "C", "C", "C", "O", "O", "H", "H", "H", "H", "H", "H", "H", "H", "H", "H"],
  "positions_angstrom": [[-1.197, 0.451, -1.283], [1.738, 3.883, -6.728], [1.366, 3.246, -5.139], [2.409, 2.754, -4.335], [2.155, 2.257, -3.093], [0.824, 2.191, -2.530], [0.629, 1.700, -1.388], [-0.216, 2.731, -3.381], [-1.607, 2.817, -3.017], [-2.152, 2.434, -1.985], [0.090, 3.236, -4.665], [3.423, 2.777, -4.717], [2.964, 1.891, -2.471], [-2.234, 3.302, -3.793], [-0.716, 3.621, -5.281], [-1.605, -1.385, 0.387], [-3.019, -1.647, 0.658], [-3.856, -1.431, -0.593], [-3.795, -0.046, -1.062], [-1.300, -1.968, -0.389], [-1.016, -1.613, 1.179], [-3.356, -0.954, 1.439], [-3.196, -2.666, 1.030], [-4.887, -1.713, -0.361], [-3.503, -2.110, -1.376], [-4.705, 0.385, -1.133], [-3.380, -0.001, -1.986], [3.311, 0.716, 4.473], [2.530, 1.701, 3.614], [1.721, 1.055, 1.715], [3.493, 1.287, 0.524], [4.849, 1.021, 1.164], [1.717, -1.084, 1.992], [3.016, -1.876, 2.092], [3.589, 1.147, 5.441], [4.233, 0.390, 3.988], [2.727, -0.185, 4.682], [3.137, 2.584, 3.389], [1.664, 2.070, 4.168], [3.428, 2.322, 0.174], [3.334, 0.676, -0.365], [4.978, 1.585, 2.091], [5.670, 1.308, 0.499], [4.983, -0.032, 1.412], [1.144, -1.459, 1.138], [1.082, -1.241, 2.872], [3.568, -1.826, 1.152], [2.813, -2.934, 2.287], [3.671, -1.512, 2.883], [-6.580, 2.897, 1.418], [-5.970, 2.241, 2.475], [-4.599, 2.002, 2.456], [-3.827, 2.413, 1.378], [-4.448, 3.059, 0.310], [-5.812, 3.307, 0.335], [-1.900, 2.020, 1.192], [-1.536, 1.836, 3.108], [-1.632, 0.676, 3.861], [-1.321, 0.702, 5.216], [-0.913, 1.890, 5.811], [-0.795, 3.048, 5.056], [-1.095, 3.025, 3.698], [-0.941, 4.154, 2.758], [-0.463, 5.421, 3.077], [-0.327, 6.375, 2.079], [-0.654, 6.069, 0.763], [-1.128, 4.805, 0.434], [-1.281, 3.859, 1.435], [-7.647, 3.088, 1.435], [-6.557, 1.914, 3.326], [-4.143, 1.499, 3.299], [-3.870, 3.347, -0.561], [-6.276, 3.816, -0.503], [-1.949, -0.254, 3.400], [-1.396, -0.204, 5.806], [-0.670, 1.909, 6.866], [-0.451, 3.963, 5.525], [-0.189, 5.665, 4.097], [0.048, 7.361, 2.324], [-0.527, 6.812, -0.015], [-1.360, 4.552, -0.593], [-0.640, -5.442, -0.876], [0.260, -6.572, -1.835], [0.271, -7.901, -1.444], [1.011, -8.817, -2.174], [1.736, -8.404, -3.279], [1.700, -7.070, -3.654], [2.633, -6.581, -5.034], [0.958, -6.115, -2.959], [0.912, -4.776, -3.383], [1.775, -3.854, -2.785], [2.844, -4.273, -1.992], [3.718, -3.353, -1.434], [3.538, -1.999, -1.648], [2.471, -1.578, -2.436], [1.586, -2.471, -3.024], [0.486, -1.932, -3.920], [-0.932, -2.048, -3.323], [-1.509, -3.158, -3.395], [-1.410, -1.029, -2.761], [-0.293, -8.200, -0.572], [1.029, -9.858, -1.877], [2.326, -9.100, -3.859], [-0.055, -4.406, -3.509], [2.990, -5.331, -1.811], [4.543, -3.705, -0.826], [4.223, -1.276, -1.223], [2.322, -0.520, -2.621], [0.497, -2.472, -4.873], [0.707, -0.883, -4.116]],
  "lowdin_charge": [0.097, 0.595, -0.686, -0.113, -0.019, -0.377, -0.119, -0.121, -0.210, -0.060, -0.088, 0.100, 0.097, 0.122, 0.106, 0.017, -0.272, -0.255, 0.034, 0.070, 0.051, 0.088, 0.104, 0.108, 0.107, 0.071, 0.050, -0.200, -0.441, 1.459, -0.448, -0.190, -0.443, -0.181, 0.061, 0.044, 0.057, 0.042, 0.012, 0.041, 0.013, 0.049, 0.063, 0.047, 0.020, 0.036, 0.037, 0.068, 0.041, -0.109, -0.099, -0.103, -0.351, -0.120, -0.094, 1.387, -0.372, -0.117, -0.091, -0.094, -0.041, -0.210, -0.197, -0.033, -0.093, -0.086, -0.074, -0.300, 0.093, 0.096, 0.088, 0.083, 0.098, 0.095, 0.098, 0.098, 0.104, 0.100, 0.096, 0.099, 0.094, 0.731, -0.574, -0.114, -0.091, -0.118, -0.593, 0.695, -0.326, 0.056, -0.210, -0.031, -0.103, -0.111, -0.027, -0.135, -0.046, -0.635, -0.050, -0.074, 0.099, 0.102, 0.098, 0.107, 0.108, 0.099, 0.087, 0.094, 0.123, 0.109]
}